2 unconnected molecules or ions with the total composition C10H15N, computed with the ωB97M-V functional and the def2-TZVPD basis.

The geometry in ORCA input format:
```
! wB97M-V def2-TZVPD RIJCOSX def2/J DEFGRID3
* xyz 0 1
C 3.263 -0.073 -0.054
C 2.257 -1.117 -0.588
C 0.875 -0.687 -0.002
C 1.133 0.623 0.770
C 2.412 1.188 0.143
C -1.756 1.019 -0.369
C -3.153 1.207 -0.276
C -3.909 0.067 0.065
C -3.189 -1.131 0.239
C -1.794 -1.131 0.216
H 3.663 -0.371 0.926
H 4.106 0.108 -0.717
H 2.542 -2.122 -0.282
H 2.228 -1.080 -1.682
H 0.419 -1.457 0.619
H 0.156 -0.491 -0.805
H 1.312 0.407 1.831
H 0.270 1.303 0.695
H 2.891 1.957 0.749
H 2.185 1.634 -0.841
H -1.177 1.894 -0.737
H -3.631 2.160 -0.457
H -5.023 0.208 -0.034
H -3.770 -2.044 0.255
H -1.262 -2.023 0.445
N -1.050 -0.046 -0.112
*
```

The relative energy (zero: lowest compared OMol25 entry of this formula, charge and spin) is 328.8 kJ/mol. The structure (SMILES) is c1ccncc1.C1CCCC1. As for the LUMO energy: 0.700 eV. The orbital gap is 8.39 eV. As for the total energy: -12099.6465 eV.

A gas-phase ion, C10H15N2O3 (charge +1), computed with the ωB97M-V functional and the def2-TZVPD basis.

The geometry in ORCA input format:
```
! wB97M-V def2-TZVPD RIJCOSX def2/J DEFGRID3
* xyz 1 1
C 0.091 1.195 2.177
C 0.429 0.178 2.947
C 1.989 0.156 1.183
C 0.902 1.158 0.820
C -0.061 0.303 -0.151
C -1.347 1.806 -3.111
C -0.332 -0.552 -2.973
C -2.368 -0.161 -1.812
C 2.084 -2.288 3.777
C -1.116 0.494 -2.273
N 1.488 -0.579 2.402
N 2.171 -1.587 2.571
O -0.422 -0.805 0.081
O 3.003 -0.157 0.716
O -0.349 1.090 -1.131
H -0.682 1.908 2.442
H 0.022 0.048 3.917
H 1.157 2.135 0.434
H -0.453 2.294 -3.602
H -2.167 1.578 -3.899
H -1.727 2.477 -2.443
H 0.471 -0.175 -3.671
H -0.868 -1.261 -3.644
H 0.198 -1.061 -2.102
H -2.274 -0.772 -0.920
H -3.070 0.601 -1.408
H -2.979 -0.654 -2.608
H 1.191 -2.831 3.842
H 2.094 -1.491 4.647
H 2.924 -3.047 3.790
*
```

The relative energy (zero: lowest compared OMol25 entry of this formula, charge and spin) is 398.8 kJ/mol. The structure (SMILES) is C/N=[N+]1\C=C[C@H](C(=O)OC(C)(C)C)C1=O. As for the LUMO energy: -5.963 eV. The orbital gap is 7.83 eV. As for the total energy: -19725.6226 eV.

A gas-phase ion, C10H15N2O4P2 (charge +1), computed with the ωB97M-V functional and the def2-TZVPD basis.

The geometry in ORCA input format:
```
! wB97M-V def2-TZVPD RIJCOSX def2/J DEFGRID3
* xyz 1 1
C 3.820 -0.682 1.014
C 3.806 0.873 0.438
O 4.760 1.347 -0.373
O 2.712 1.751 0.882
C 1.827 2.122 -0.271
C 0.527 1.109 -0.178
C 0.507 -0.356 -0.984
P 1.930 -1.006 -2.087
O 2.666 0.098 -2.945
C -0.808 -1.377 -0.823
C -2.047 -0.882 0.130
C -3.348 -1.863 0.343
C -4.444 -1.748 -0.876
N -5.311 -2.826 -1.035
C -1.911 0.577 0.865
N -0.682 1.494 0.700
P -0.769 3.038 1.639
O -2.319 3.445 1.823
H 2.777 -1.227 0.809
H 4.074 -0.765 2.153
H 4.607 -1.262 0.331
H 2.383 2.105 -1.300
H 1.548 3.265 -0.073
H 1.309 -1.919 -3.057
H 2.849 -1.860 -1.321
H -0.820 -2.426 -1.357
H -2.936 -2.979 0.348
H -3.795 -1.654 1.419
H -4.521 -0.788 -1.577
H -5.045 -3.514 -0.287
H -2.812 0.892 1.581
H -0.252 2.783 2.969
H -0.153 4.155 0.966
*
```

The structure (SMILES) is [H]/N=C\Cc1cc([PH2]=O)c(COC(C)=O)[n+]([PH2]=O)c1. As for the LUMO energy: -6.057 eV. The orbital gap is 7.42 eV. As for the total energy: -40341.6666 eV.

A single C10H15N5S molecule, computed with the ωB97M-V functional and the def2-TZVPD basis.

The geometry in ORCA input format:
```
! wB97M-V def2-TZVPD RIJCOSX def2/J DEFGRID3
* xyz 0 1
C -3.523 -0.150 0.652
C -3.294 -1.198 -0.400
C -1.825 -1.615 -0.431
C -0.834 -0.623 -1.381
C -0.239 1.136 0.311
C 1.280 -0.732 1.190
C 2.541 -0.139 0.477
C 2.962 1.171 0.591
C 4.187 1.246 -0.154
C 4.459 0.061 -0.944
H -3.387 0.860 0.277
H -2.637 -0.193 1.467
H -4.613 -0.204 1.193
H -3.665 -2.076 0.010
H -3.863 -0.993 -1.313
H -1.327 -1.502 0.659
H -1.692 -2.583 -0.855
H -1.410 -0.493 -2.369
H 0.249 -1.129 -1.434
H 0.481 0.892 2.085
H 1.722 -1.168 2.076
H 0.923 -1.555 0.551
H 2.573 1.976 1.198
H 4.852 2.165 -0.161
H 5.404 -0.082 -1.574
N -0.694 0.786 -0.872
N -0.940 1.904 -1.530
N -0.796 2.913 -0.732
N -0.347 2.433 0.525
N 0.081 0.184 1.364
S 3.369 -1.292 -0.476
*
```

The relative energy (zero: lowest compared OMol25 entry of this formula, charge and spin) is 385.0 kJ/mol. The structure (SMILES) is CCCCn1nnnc1NCc1cccs1. As for the LUMO energy: 0.477 eV. The orbital gap is 9.33 eV. As for the total energy: -28894.7244 eV.

A molecular structure, C10H15N8O2PdS, computed with the ωB97M-V functional and the def2-TZVPD basis.

The geometry in ORCA input format:
```
! wB97M-V def2-TZVPD RIJCOSX def2/J DEFGRID3
* xyz 1 1
Pd 0.016 -0.023 0.198
N 0.465 0.801 2.199
C 1.940 0.774 2.504
C 2.531 -0.542 2.040
C 2.591 -0.533 0.518
O 3.320 0.302 -0.020
O 1.820 -1.385 -0.090
H 0.109 1.746 2.270
H -0.028 0.229 2.872
H 2.100 0.931 3.570
H 2.408 1.587 1.958
H 1.906 -1.365 2.393
H 3.539 -0.679 2.428
N -1.057 -3.967 0.944
C -0.371 -2.927 1.397
N -0.802 -1.844 0.778
C -1.737 -2.318 -0.095
N -1.937 -3.604 -0.029
C -2.379 -1.399 -1.040
C -3.614 -1.615 -1.618
N -4.159 -0.719 -2.441
C -3.451 0.387 -2.673
C -2.209 0.606 -2.097
N -1.674 -0.298 -1.283
H -0.978 -4.933 1.215
H 0.396 -2.983 2.153
H -4.167 -2.524 -1.407
H -3.885 1.129 -3.332
H -1.632 1.501 -2.289
N 1.866 0.622 -2.589
C 1.856 1.687 -1.807
N 2.766 2.627 -1.984
S 0.582 2.027 -0.639
H 2.727 0.366 -3.046
H 1.288 -0.159 -2.323
H 3.580 2.464 -2.556
H 2.813 3.380 -1.319
*
```

The relative energy (zero: lowest compared OMol25 entry of this formula, charge and spin) is 29.3 kJ/mol. As for the LUMO energy (alpha / beta): -4.080 / -4.080 eV. The orbital gap (alpha / beta) is 7.45 / 7.45 eV. As for the total energy: -40939.7433 eV.

2 unconnected molecules or ions with the total composition C10H15NO2, computed with the ωB97M-V functional and the def2-TZVPD basis.

The geometry in ORCA input format:
```
! wB97M-V def2-TZVPD RIJCOSX def2/J DEFGRID3
* xyz 0 1
C 1.872 -1.553 -0.201
C 2.294 -2.885 -0.831
C 2.352 -0.368 -0.988
O 1.768 0.186 -1.895
N 3.557 0.131 -0.559
H 0.797 -1.533 -0.077
H 2.347 -1.429 0.773
H 1.571 -3.254 -1.536
H 3.794 1.036 -0.928
H 4.140 -0.310 0.129
H 2.479 -3.645 -0.072
H 3.259 -2.803 -1.340
C 0.318 2.607 1.084
C -1.542 -0.683 1.104
C -2.629 -0.370 0.281
C -0.640 0.318 1.353
C -0.802 1.628 0.887
C -2.890 0.932 -0.102
C -1.936 1.915 0.155
O -3.540 -1.400 0.124
H -1.533 -1.665 1.561
H 0.179 0.144 2.041
H -3.734 1.077 -0.769
H -4.054 -1.289 -0.687
H 1.269 2.241 0.680
H 0.505 2.851 2.132
H -2.098 2.931 -0.172
H 0.143 3.522 0.511
*
```

The relative energy (zero: lowest compared OMol25 entry of this formula, charge and spin) is 41.1 kJ/mol. The structure (SMILES) is Cc1ccc(O)cc1.CCC(N)=O. As for the LUMO energy: 0.796 eV. The orbital gap is 9.17 eV. As for the total energy: -16198.6667 eV.

A single C10H15OP molecule, computed with the ωB97M-V functional and the def2-TZVPD basis.

The geometry in ORCA input format:
```
! wB97M-V def2-TZVPD RIJCOSX def2/J DEFGRID3
* xyz 0 1
C -0.684 0.700 -1.820
C -0.735 -0.644 -1.795
C -1.994 0.142 0.536
C -1.160 1.365 0.523
C -1.318 -1.224 0.549
C 0.067 1.311 -0.616
C -0.182 -1.222 -0.499
C 0.817 2.581 -0.867
C 0.336 -2.620 -0.753
C 1.183 -0.122 1.804
O -3.231 0.262 0.513
P 1.186 -0.100 -0.061
H -1.073 1.329 -2.606
H -1.214 -1.224 -2.499
H -1.672 2.329 0.208
H -0.792 1.568 1.548
H -1.089 -1.615 1.534
H -2.149 -1.868 0.303
H 1.720 2.470 -1.430
H 1.108 3.107 0.025
H 0.005 3.263 -1.377
H 0.198 -3.256 0.263
H 1.441 -2.647 -0.921
H -0.344 -3.148 -1.540
H 0.173 0.170 2.136
H 1.722 0.759 2.260
H 1.547 -1.087 2.137
*
```

The relative energy (zero: lowest compared OMol25 entry of this formula, charge and spin) is 0.0 kJ/mol. The structure (SMILES) is CP1[C@@]2(C)C=C[C@]1(C)CC(=O)C2. As for the LUMO energy: 0.789 eV. The orbital gap is 9.36 eV. As for the total energy: -21947.5613 eV.

2 unconnected molecules or ions with the total composition C10H16, computed with the ωB97M-V functional and the def2-TZVPD basis.

The geometry in ORCA input format:
```
! wB97M-V def2-TZVPD RIJCOSX def2/J DEFGRID3
* xyz 0 1
C -0.584 -1.462 2.399
C -1.312 -0.141 2.399
C -1.005 -2.409 3.495
H 0.517 -1.342 2.399
H -0.535 -1.982 1.429
H -1.861 0.010 3.326
H -0.502 0.591 2.324
H -0.538 -3.396 3.595
H -2.053 0.060 1.622
H -2.082 -2.551 3.585
H -0.672 -2.055 4.481
C 0.057 0.118 -4.018
C 0.004 1.317 -0.362
C 1.346 1.679 -0.242
C -0.452 0.957 -1.632
C 0.421 0.857 -2.729
C 2.228 1.579 -1.291
C 1.770 1.124 -2.542
H -0.724 1.388 0.422
H 1.771 2.055 0.685
H -1.508 0.787 -1.778
H 3.249 1.922 -1.180
H -0.507 -0.796 -3.847
H 0.966 -0.163 -4.537
H 2.490 1.028 -3.344
H -0.484 0.824 -4.662
*
```

The relative energy (zero: lowest compared OMol25 entry of this formula, charge and spin) is 92.2 kJ/mol. The structure (SMILES) is Cc1ccccc1.CCC. As for the LUMO energy: 1.024 eV. The orbital gap is 10.07 eV. As for the total energy: -10628.7884 eV.